1.
Formula: C13H23IN3
Source: the OMol25 dataset
Level of theory: the ωB97M-V functional and the def2-TZVPD basis

Properties
Calculated total energy: -970.822170 hartree
Gap between HOMO and LUMO: 7.62 eV
LUMO: -5.258 eV
Total charge: +1
2S+1: 1

Last column: Löwdin charge in e.
CARTESIAN COORDINATES (ANGSTROEM)
1 C -0.98 -2.16 0.96  -0.032
2 C 0.43 -2.40 1.45  -0.431
3 N 1.36 -2.54 0.62  0.172
4 C 0.65 -2.48 2.96  -0.071
5 C 1.13 -1.19 3.55  -0.206
6 C 0.64 0.07 3.12  -0.002
7 C 1.11 1.22 3.71  -0.687
8 I 0.50 3.11 3.16  1.048
9 C 2.06 1.06 4.73  -0.067
10 N 2.44 -0.16 5.05  0.072
11 N 2.03 -1.29 4.51  0.170
12 H -1.65 -1.87 1.77  0.078
13 H -1.38 -3.09 0.54  0.098
14 H -0.99 -1.39 0.19  0.064
15 H 2.26 -2.73 1.07  0.067
16 H -0.29 -2.75 3.46  0.135
17 H 1.38 -3.26 3.19  0.130
18 H -0.10 0.10 2.32  0.117
19 H 2.50 1.89 5.26  0.140
20 H 3.13 -0.28 5.79  0.193
21 C -1.87 1.26 -5.04  -0.106
22 C -0.99 0.28 -4.27  -0.266
23 C -1.47 0.02 -2.84  -0.232
24 C -1.51 1.26 -1.94  -0.230
25 C -0.17 1.99 -1.80  -0.263
26 C 0.94 1.12 -1.19  -0.109
27 H -1.89 2.25 -4.57  0.065
28 H -1.51 1.39 -6.06  0.072
29 H -2.90 0.90 -5.09  0.077
30 H 0.04 0.65 -4.25  0.099
31 H -0.96 -0.67 -4.80  0.107
32 H -0.84 -0.75 -2.39  0.093
33 H -2.48 -0.41 -2.88  0.112
34 H -1.85 0.95 -0.94  0.098
35 H -2.26 1.96 -2.31  0.104
36 H -0.32 2.87 -1.17  0.100
37 H 0.16 2.36 -2.77  0.103
38 H 0.65 0.76 -0.20  0.045
39 H 1.86 1.70 -1.08  0.071
40 H 1.16 0.26 -1.81  0.071

2.
Formula: C13H23INPSr
Source: the OMol25 dataset
Level of theory: the ωB97M-V functional and the def2-TZVPD basis

Properties
Calculated total energy: -1233.411326 hartree
Gap between HOMO and LUMO (spin up / spin down): 5.48 / 6.05 eV
Relative energy (zero: lowest compared OMol25 entry of this formula, charge and spin): 126.2 kcal/mol
LUMO (spin up / spin down): -1.559 / -1.638 eV
Total charge: 0
2S+1: 1

Last column: Löwdin charge in e.
CARTESIAN COORDINATES (ANGSTROEM)
1 C -2.77 0.27 -2.47  -0.063
2 C -2.60 -0.97 -1.86  -0.025
3 C -1.89 -1.07 -0.66  -0.241
4 C -1.47 0.17 -0.14  -0.071
5 C -1.54 1.43 -0.74  -0.284
6 C -2.27 1.45 -1.94  -0.030
7 C -1.66 -2.35 0.09  -0.177
8 C -0.20 -2.86 0.24  -0.240
9 N 0.87 -1.89 0.43  -0.552
10 Sr -0.04 -0.40 1.75  0.600
11 C -0.82 2.61 -0.12  -0.332
12 P 0.86 2.15 0.36  0.750
13 H -2.97 -1.88 -2.26  0.110
14 H -2.36 2.40 -2.41  0.108
15 H -3.32 0.31 -3.40  0.106
16 H -1.35 2.98 0.78  0.092
17 H -0.73 3.42 -0.85  0.087
18 H -2.12 -2.32 1.08  0.005
19 H -2.18 -3.15 -0.47  0.127
20 H -0.17 -3.53 1.11  0.073
21 C 1.56 3.36 1.49  -0.280
22 C 1.85 2.08 -1.18  -0.260
23 H 0.11 -3.41 -0.65  0.127
24 C 1.41 -1.34 -0.81  -0.081
25 C 1.94 -2.39 1.31  -0.134
26 H -0.75 1.43 2.68  -0.006
27 H 1.89 -2.18 -1.31  0.094
28 H 0.59 -0.95 -1.43  0.091
29 H 2.15 -0.55 -0.62  0.080
30 H 2.50 -3.12 0.72  0.092
31 H 2.64 -1.58 1.64  0.084
32 H 1.51 -2.86 2.20  0.047
33 H 1.83 3.12 -1.50  0.038
34 H 2.84 1.73 -0.92  0.040
35 H 1.36 1.41 -1.87  0.034
36 H 1.70 4.25 0.88  0.037
37 H 0.87 3.52 2.31  0.037
38 H 2.51 2.98 1.87  0.049
39 H 1.36 0.09 3.02  -0.109
40 I -1.16 -2.34 3.66  -0.022

3.
Formula: C13H23N3O3S
Source: the OMol25 dataset
Level of theory: the ωB97M-V functional and the def2-TZVPD basis

Properties
Calculated total energy: -1297.362068 hartree
Gap between HOMO and LUMO: 9.37 eV
Relative energy (zero: lowest compared OMol25 entry of this formula, charge and spin): 0.0 kcal/mol
LUMO: 0.829 eV
Total charge: 0
2S+1: 1
SMILES string: CCCCSc1nnc(CCNC(=O)OC(C)(C)C)o1

Last column: Löwdin charge in e.
CARTESIAN COORDINATES (ANGSTROEM)
1 C -5.24 -0.53 -1.29  -0.110
2 C -4.91 -0.75 0.18  -0.267
3 C -4.18 0.44 0.82  -0.289
4 C -2.80 0.65 0.23  -0.463
5 H -2.19 -0.25 0.31  0.073
6 H -2.84 0.96 -0.81  0.074
7 S -1.92 1.98 1.14  1.013
8 C -0.53 2.06 0.13  -0.698
9 N -0.30 1.38 -0.95  0.046
10 N 0.91 1.78 -1.39  0.107
11 C 1.35 2.68 -0.57  -0.372
12 C 2.68 3.32 -0.58  -0.076
13 H 3.05 3.31 -1.61  0.123
14 H 2.60 4.35 -0.22  0.123
15 C 3.62 2.52 0.33  -0.164
16 N 3.68 1.12 -0.03  0.080
17 C 2.74 0.25 0.45  -0.579
18 O 2.04 0.49 1.41  0.096
19 O 2.79 -0.88 -0.25  0.039
20 C 1.97 -2.02 0.12  -0.566
21 C 2.26 -3.05 -0.96  -0.023
22 H 1.72 -3.97 -0.76  0.087
23 H 3.33 -3.26 -1.00  0.086
24 H 1.95 -2.66 -1.93  0.088
25 C 2.40 -2.54 1.50  -0.017
26 H 1.82 -3.42 1.75  0.089
27 H 3.45 -2.79 1.49  0.090
28 H 2.22 -1.77 2.25  0.080
29 C 0.49 -1.64 0.12  -0.035
30 H -0.12 -2.54 0.20  0.089
31 H 0.24 -1.12 -0.80  0.079
32 H 0.26 -0.99 0.96  0.075
33 H 4.06 0.89 -0.93  0.150
34 H 4.63 2.94 0.29  0.120
35 H 3.26 2.56 1.36  0.128
36 O 0.46 2.91 0.43  0.085
37 H -4.77 1.34 0.69  0.109
38 H -4.08 0.26 1.89  0.105
39 H -4.29 -1.65 0.28  0.107
40 H -5.83 -0.92 0.73  0.105
41 H -5.81 0.39 -1.41  0.075
42 H -5.83 -1.36 -1.67  0.069
43 H -4.33 -0.46 -1.89  0.067